C4H8INO2 as an isolated structure at a distorted geometry. Source: the Open Molecules 2025 dataset; level of theory: the ωB97M-V functional and the def2-TZVPD basis.

total energy: -660.0896 a.u.
E_HOMO: -7.474 eV
ΔE to the lowest compared entry with this formula, charge and spin: 201.28 kJ/mol
orbital gap: 6.9 eV

Geometry (Å):
C (1.0593, 2.7577, -0.1556)
C (-0.2880, -1.4059, -1.0663)
C (-1.7141, -0.4689, 0.7124)
C (0.5571, 0.2821, 0.5291)
N (-0.3613, -0.4532, 0.0744)
O (2.1045, 2.3609, -0.3572)
O (0.0378, 3.2897, -0.0746)
I (3.6114, -1.0427, 0.0959)
H (-0.7991, -0.8811, -1.8889)
H (0.6467, -1.6738, -1.3868)
H (-0.7138, -2.2842, -0.7269)
H (-1.7844, -1.2230, 1.4289)
H (-1.9551, 0.3824, 1.2785)
H (-2.4769, -0.5711, -0.0400)
H (0.3312, 0.9751, 1.3715)
H (1.7447, -0.0440, 0.2054)

Löwdin atomic charge list, values in e, 8 entries: C -0.4906; C 0.0192; C 0.0056; C -0.0164; N -0.1777; O 0.2075; O 0.2042; I -0.1806